The following is a quantum chemistry calculation of a cluster of 10 separate species, C25H50N10O5 in total at a distorted geometry, from the Open Molecules 2025 dataset.

Last column: Mulliken charge in e.
Atoms and positions in Å:
O (-1.82719, 0.95355, -0.42698)  -0.4178
O (2.02949, -3.84498, -3.20431)  -0.6995
O (2.27346, -0.10083, 3.61977)  -0.6784
O (1.24667, -0.14603, -2.66271)  -0.4324
O (-0.63379, -2.60605, 0.43861)  -0.2962
N (1.55533, 0.34600, -4.84402)  -0.1827
N (2.43160, 2.38171, -0.23591)  -0.7307
N (-2.19954, -1.64975, 4.75650)  -0.5233
N (5.32091, -2.30479, -0.15762)  -0.5973
N (2.94501, -1.85688, 2.41189)  -0.0108
N (-5.09964, 5.25786, -1.75357)  -0.4609
N (-2.51535, -1.73960, 1.19404)  0.4678
N (-3.09943, 2.75703, -0.68507)  0.0942
N (1.15777, -4.39451, -1.19829)  -0.0082
N (-1.67736, 6.11483, 1.91651)  -0.4562
C (-0.34569, -3.27825, -2.85231)  -0.7164
C (2.40636, -4.87208, -0.68820)  -0.8889
C (-1.59937, -2.76848, 1.12846)  0.5706
C (1.08298, -3.80583, -2.42311)  0.9036
C (-0.77931, 0.50717, 4.26845)  -0.0754
C (-1.79795, -3.98495, 2.01014)  -1.4835
C (1.20120, 0.64612, -3.59332)  0.6408
C (-1.51915, -0.74531, 4.60106)  0.2404
C (-3.14757, 1.03305, -2.44032)  -1.2677
C (-2.95841, 3.19340, 0.65001)  0.4221
C (-3.83879, -1.75370, 1.69245)  -0.9900
C (1.88558, 1.42125, -0.01601)  -0.4263
C (4.54667, -0.61938, -1.97520)  -0.0584
C (1.16140, 0.20130, 0.33520)  0.4256
C (-0.25855, 4.12337, 2.83519)  -0.4065
C (-1.03333, 5.29294, 2.44038)  0.4441
C (1.98040, -2.81120, 3.01667)  -0.8550
C (-2.58124, 1.59840, -1.13157)  0.5505
C (-4.78109, 5.99291, -0.93850)  0.4827
C (4.22223, 0.11110, 2.17277)  -0.9060
C (0.83474, 2.08255, -3.33237)  -1.3088
C (-4.34409, 6.82005, 0.22087)  -0.8847
C (3.06142, -0.56324, 2.82733)  0.7404
C (2.03645, -1.02902, -5.23707)  -0.6636
C (5.06637, -1.52705, -0.97804)  0.3510
H (-1.33188, 1.35559, 4.64997)  0.4572
H (4.80451, 0.43889, -1.75801)  0.3517
H (3.79053, 0.93618, 1.62006)  0.1154
H (-0.07253, 2.47951, -3.78784)  0.4225
H (-4.08564, 6.15601, 1.02453)  0.1849
H (-3.68872, 3.31574, -1.24881)  0.0824
H (4.90703, -0.92629, -2.96298)  0.3947
H (2.63551, -3.71008, 3.14258)  0.3292
H (4.86476, 0.56960, 2.91933)  0.3595
H (1.73563, -0.62851, 0.00315)  0.2241
H (1.11498, -1.61303, -5.40645)  0.2922
H (-4.05333, 0.45256, -2.21150)  0.2788
H (2.83209, -4.48080, 0.29216)  0.1242
H (-0.30902, -2.34646, -3.41614)  -0.0138
H (-3.26211, 4.27751, 0.74370)  -0.6590
H (0.21918, 4.22400, 3.86168)  0.3551
H (-1.93599, 3.13945, 1.05532)  -0.1393
H (-3.66280, 2.67714, 1.30185)  0.3099
H (-0.65323, -4.10766, -3.54587)  0.3878
H (0.44296, 0.11743, -0.45958)  0.0037
H (-3.70092, -2.08901, 2.78005)  0.3693
H (-3.44322, 1.91046, -3.08035)  0.4124
H (2.44223, -5.96356, -0.55192)  0.3352
H (0.28069, 0.41501, 4.48967)  0.2148
H (-2.15341, -3.72558, 3.02974)  0.3501
H (-0.95698, 0.60802, 3.18708)  -0.2438
H (4.84229, -0.43679, 1.48012)  0.2283
H (1.14775, -3.00166, 2.31667)  0.0393
H (-0.98619, -3.35061, -2.01725)  0.1521
H (-4.56120, -2.36223, 1.08350)  0.2557
H (-2.62293, -4.61216, 1.70381)  0.4307
H (1.54827, -2.37853, 3.90839)  0.3334
H (1.33613, 1.10253, -5.54094)  0.2399
H (2.53988, -1.43586, -4.38360)  0.1442
H (-2.26645, -0.89648, 0.58615)  -0.0575
H (0.56302, 3.86980, 2.15848)  0.2362
H (-0.87038, -4.59110, 2.12495)  0.3030
H (0.69233, 0.16453, 1.29259)  0.5077
H (-4.20459, -0.72875, 1.65026)  0.2144
H (3.17107, -4.48963, -1.35614)  0.3581
H (0.72932, 2.28467, -2.26178)  -0.0001
H (-2.42930, 0.52002, -2.99808)  0.2465
H (0.38192, -4.32889, -0.55219)  0.0969
H (3.47129, -0.85088, -2.03500)  -0.3936
H (-0.95247, 3.28848, 2.82173)  -0.0780
H (3.62264, -2.14664, 1.72793)  0.1484
H (2.64038, -1.04771, -6.14286)  0.3158
H (-3.44413, 7.34333, 0.07657)  0.3031
H (-5.15419, 7.45882, 0.57112)  0.3273
H (1.63603, 2.71096, -3.64765)  0.4411

The max |F| is 3.49 eV/A. As for the total energy: -51874.437 eV. The SMILES is CNC(C)=O.CNC(C)=O.CNC(C)=O.CNC(C)=O.CNC(C)=O.CC#N.CC#N.CC#N.CC#N.CC#N. As for the energy relative to the best compared isomer or geometry (same formula, charge and spin): 0.0 kcal per mole. As for the HOMO energy: -9.1 eV. The LUMO energy is 0.0150 hartree. The value obtained for the molar mass is 570.7 u.



The following is a quantum chemistry calculation of a structure of composition C25H50O20S5 at a distorted geometry, from the Open Molecules 2025 dataset.

Last column: Mulliken charge in e.
Atoms and positions in Å:
S (-1.67750, -2.26995, 2.26139)  0.2447
S (-1.33095, 2.91170, 0.09074)  1.7606
S (-1.45980, -0.22400, -3.33252)  0.1236
S (2.80625, -0.90567, -2.92866)  -0.4569
S (-4.06969, -0.70790, -0.26040)  -0.0465
O (-1.73652, 2.11496, 1.29448)  -0.1572
O (6.16094, -1.51561, 1.28415)  -0.3890
O (-4.61088, -1.09179, 1.11658)  -0.7091
O (1.06251, 2.66347, -2.19022)  -0.2838
O (2.46572, 0.49172, -2.42705)  0.6068
O (2.82314, 0.48052, 0.58201)  -0.0471
O (0.09266, 4.64811, -1.48656)  -0.6086
O (7.51522, 0.13231, 0.50636)  -0.6070
O (0.51994, -3.07204, -2.56571)  -0.5620
O (-0.00277, -4.58143, -0.99174)  -0.3971
O (0.34364, 0.89948, 2.38367)  -0.0715
O (-0.72970, -1.54540, 1.39162)  0.8747
O (-1.55354, -0.46122, -1.79362)  -0.2299
O (-0.17973, 2.35165, 3.93260)  -0.4897
O (5.29530, 0.48461, 1.03197)  -0.3608
O (2.16699, 4.06581, -0.81545)  -0.3497
O (-0.29001, -2.55252, -0.50551)  -0.6197
O (1.03057, -0.75561, 0.13730)  -0.6354
O (0.76749, 1.39384, 0.22772)  0.6119
O (1.87997, 2.45706, 2.92016)  -0.5552
C (-1.41960, 4.66889, 0.64312)  -1.5623
C (1.02129, 3.86049, -1.51343)  0.4314
C (-1.38150, 1.56140, 3.81355)  -0.4968
C (-0.25634, -4.66944, 0.38260)  -0.4868
C (-0.86850, 0.42584, 2.92793)  1.5714
C (2.28838, 1.96655, -1.90411)  -0.4923
C (-0.52073, 0.86031, -0.07157)  0.6328
C (0.17928, -3.38516, -1.42803)  0.3506
C (1.27212, -1.43589, -3.85170)  -0.3193
C (-2.84278, -1.96837, -0.73491)  -0.5366
C (2.98632, 2.89464, -0.94752)  -0.0668
C (-0.19880, -0.57118, -0.48266)  1.9700
C (-0.03861, 0.94271, -3.30247)  0.8191
C (-2.99008, 0.79608, -3.54305)  -0.4629
C (-3.00498, -1.14640, 2.87286)  -0.4383
C (1.62447, 0.36089, 0.32542)  -1.6029
C (4.74087, -1.69488, 1.32558)  0.5233
C (-1.00673, -2.80359, 3.92975)  -1.1195
C (-2.79795, 2.93958, -0.99166)  -0.8786
C (6.46105, -0.27442, 0.98687)  0.6588
C (0.79998, 1.92779, 3.02265)  0.2844
C (-2.98438, 0.77086, -0.03184)  0.8706
C (-0.78162, -3.23514, 0.60903)  0.9606
C (4.25815, -0.26177, 1.61823)  0.1839
C (2.73463, -2.14162, -1.55959)  -0.3486
H (-2.83957, 1.94056, -1.42563)  -0.5917
H (-1.50627, 5.31927, -0.22728)  0.5714
H (-0.31662, -3.63824, 3.80651)  0.3382
H (-3.11875, 1.47135, -2.69715)  0.1289
H (-1.86263, -3.35708, 0.67718)  -0.1867
H (0.43636, -1.35231, -3.15700)  0.0574
H (0.92884, 0.58752, -2.94751)  -1.0552
H (-2.27975, 1.97996, 3.35961)  0.2278
H (-1.56025, 0.37722, 2.08697)  1.4571
H (-3.57811, 1.67916, 0.07091)  0.9015
H (-1.10221, 1.31493, -0.87364)  0.4768
H (3.53940, -2.16368, -0.82479)  0.1739
H (-0.31979, -2.93187, 1.54862)  -0.5546
H (-2.34498, 1.01719, -0.87955)  -0.9701
H (-2.65798, -0.37061, 3.55541)  0.0144
H (-1.07503, -5.34803, 0.62212)  0.3979
H (-0.99153, -1.25850, -0.18727)  -1.8833
H (-3.66238, -0.71690, 2.11691)  0.1616
H (3.96251, 3.21365, -1.31275)  0.4149
H (4.21308, -2.15197, 0.48857)  -0.0278
H (-2.92999, 1.38232, -4.46001)  0.5302
H (0.09517, 1.24998, -4.33966)  0.9961
H (3.30607, -0.22083, 1.08912)  -0.3224
H (-1.66421, 1.22560, 4.81126)  0.4669
H (-0.77993, -0.52266, 3.45763)  -0.1204
H (-0.54355, -1.92524, 4.37927)  0.2136
H (-3.58971, -1.79101, 3.52910)  0.7401
H (1.27323, -2.37446, -4.40592)  0.6854
H (1.87820, -2.04825, -0.89183)  -0.4368
H (2.95376, 1.74734, -2.73917)  0.7083
H (-0.08435, -0.70057, -1.55888)  -1.3684
H (-0.55626, 4.91667, 1.26066)  0.3643
H (-3.88708, 0.18126, -3.61713)  0.4172
H (-3.22031, -2.98733, -0.64951)  0.7232
H (2.13217, 0.95297, -1.53483)  -0.1338
H (0.67906, -4.84081, 0.91531)  0.2843
H (1.13853, -0.67057, -4.61625)  0.2415
H (-0.35526, 1.74772, -2.63931)  -0.1616
H (-2.35179, 0.67417, 0.85053)  2.2462
H (2.76533, -3.11751, -2.04417)  0.6073
H (-2.86556, 3.82567, -1.62284)  0.4818
H (-3.71423, 2.99388, -0.40381)  0.6751
H (-1.81013, -3.12530, 4.59246)  0.4702
H (-1.12100, 0.94858, 0.83397)  -7.1354
H (3.09393, 2.40168, 0.01865)  -0.1614
H (-1.90328, -1.93111, -0.18349)  0.8016
H (4.15920, 0.05401, 2.65678)  0.2810
H (4.48911, -2.39726, 2.12017)  0.2679
H (-2.34600, 4.66947, 1.21748)  0.4796
H (-2.66863, -1.73032, -1.78425)  0.0149

The max |F| is 18.23 eV/A. As for the total energy: -121813.933 eV. As for the HOMO energy: -6.8 eV. The LUMO energy is -0.0054 hartree. The value obtained for the molar mass is 831.0 u.



> Look up the molar mass of the second one.

831.0 u



> Which value of LUMO energy does entry 1 give?

0.0150 hartree



> Among the records above, which one has the lowest max |F|?

C25H50N10O5